Entry 1:
# C21H56O21S7

A 7-piece molecular cluster, C21H56O21S7 overall in a non-equilibrium geometry (the ωB97M-V functional and the def2-TZVPD basis, the OMol25 dataset).

Each line ends with the Mulliken charge.
Geometry (Å):
O1 -3.075 9.002 -8.002  -0.563
S1 -2.033 8.312 -8.777  1.098
O2 -2.317 7.099 -9.601  -0.598
O3 -1.281 9.466 -9.765  -0.309
C1 -0.483 9.063 -10.798  -0.158
C2 -0.327 10.230 -11.780  -1.250
C3 -0.595 8.038 -7.692  -0.879
H1 -0.834 8.091 -11.144  0.428
H2 0.472 8.802 -10.343  0.226
H3 0.137 11.112 -11.338  0.294
H4 -1.266 10.482 -12.273  0.323
H5 0.306 9.970 -12.628  0.392
H6 0.272 7.742 -8.281  0.301
H7 -0.777 7.402 -6.825  0.368
H8 -0.363 9.024 -7.291  0.328
O4 -0.115 -10.910 -0.501  -0.547
S2 -0.772 -10.245 -1.587  1.111
O5 -0.462 -10.554 -3.020  -0.589
O6 -2.471 -10.154 -1.370  -0.337
C4 -3.252 -9.494 -2.291  -0.169
C5 -4.702 -9.915 -2.320  -1.191
C6 -0.284 -8.463 -1.501  -0.972
H9 -2.702 -9.629 -3.222  0.431
H10 -3.228 -8.423 -2.089  0.251
H11 -5.204 -9.982 -1.355  0.315
H12 -4.726 -10.850 -2.880  0.295
H13 -5.216 -9.175 -2.934  0.353
H14 0.797 -8.393 -1.384  0.395
H15 -0.538 -8.188 -0.477  0.351
H16 -0.652 -7.794 -2.279  0.305
O7 -2.396 -6.246 9.386  -0.579
S3 -2.600 -4.874 8.867  1.147
O8 -1.599 -3.841 8.800  -0.563
O9 -3.309 -5.007 7.344  -0.330
C7 -3.797 -3.795 6.819  -0.264
C8 -3.265 -3.553 5.394  -1.135
C9 -4.146 -4.271 9.677  -0.960
H17 -3.760 -3.005 7.568  0.346
H18 -4.871 -3.982 6.796  0.349
H19 -3.213 -2.497 5.131  0.316
H20 -3.764 -4.174 4.650  0.317
H21 -2.270 -3.998 5.363  0.301
H22 -3.934 -4.453 10.731  0.350
H23 -5.025 -4.828 9.352  0.338
H24 -4.417 -3.237 9.462  0.368
O10 6.314 0.502 3.685  -0.563
S4 5.924 0.313 5.082  1.046
O11 4.572 0.483 5.645  -0.576
O12 6.365 -1.237 5.594  -0.303
C10 5.417 -2.272 5.619  -0.261
C11 4.983 -2.417 7.109  -1.031
C12 7.131 1.324 6.099  -0.838
H25 5.972 -3.164 5.328  0.308
H26 4.542 -2.170 4.976  0.293
H27 5.648 -3.085 7.656  0.311
H28 4.075 -3.017 7.169  0.346
H29 4.662 -1.492 7.589  0.303
H30 6.896 0.952 7.096  0.290
H31 6.815 2.365 6.168  0.363
H32 8.141 1.060 5.783  0.313
O13 6.880 -2.069 -5.328  -0.539
S5 7.961 -2.143 -4.424  1.054
O14 9.365 -1.980 -4.761  -0.566
O15 7.583 -1.230 -3.082  -0.269
C13 8.516 -0.656 -2.305  -0.217
C14 8.593 0.713 -2.887  -1.128
C15 8.029 -3.832 -3.439  -0.886
H33 9.482 -1.160 -2.284  0.282
H34 8.189 -0.567 -1.269  0.330
H35 7.603 1.140 -3.047  0.276
H36 9.157 0.822 -3.814  0.317
H37 9.225 1.310 -2.230  0.380
H38 8.047 -4.650 -4.159  0.358
H39 7.164 -3.808 -2.776  0.305
H40 8.919 -3.832 -2.810  0.303
O16 -9.816 5.953 3.049  -0.553
S6 -8.978 6.925 3.673  1.070
O17 -8.442 6.721 5.002  -0.579
O18 -7.650 7.272 2.732  -0.318
C16 -7.870 6.915 1.314  -0.331
C17 -7.016 5.668 1.063  -1.056
C18 -9.796 8.650 3.614  -0.857
H41 -7.513 7.701 0.647  0.374
H42 -8.911 6.801 1.013  0.348
H43 -6.020 6.075 1.239  0.297
H44 -6.946 5.237 0.064  0.347
H45 -7.006 4.916 1.851  0.293
H46 -10.546 8.533 4.396  0.346
H47 -10.322 8.800 2.671  0.311
H48 -9.039 9.390 3.873  0.309
O19 0.186 -2.677 0.033  -0.571
S7 0.680 -1.750 -0.998  1.090
O20 0.413 -2.033 -2.449  -0.610
O21 0.194 -0.227 -0.633  -0.290
C19 -0.119 0.612 -1.701  -0.325
C20 0.038 2.005 -1.215  -1.075
C21 2.490 -1.402 -0.710  -0.916
H49 -1.187 0.415 -1.797  0.296
H50 0.322 0.416 -2.678  0.420
H51 -0.789 2.358 -0.598  0.296
H52 -0.183 2.561 -2.126  0.353
H53 1.080 2.152 -0.933  0.312
H54 3.054 -2.307 -0.489  0.366
H55 2.539 -0.693 0.117  0.326
H56 3.041 -1.090 -1.597  0.327

Results
Energy relative to the best compared isomer or geometry (same formula, charge and spin): 168.71 kcal/mol
Structure (SMILES): CCOS(C)(=O)=O.CCOS(C)(=O)=O.CCOS(C)(=O)=O.CCOS(C)(=O)=O.CCOS(C)(=O)=O.CCOS(C)(=O)=O.CCOS(C)(=O)=O
Frontier orbital gap: 11.0 eV
Electronic energy: -141519.4082 eV
HOMO energy: -10.86 eV


Entry 2:
# C21H56O21S7

A 7-piece molecular cluster, C21H56O21S7 overall in a non-equilibrium geometry (the ωB97M-V functional and the def2-TZVPD basis, the OMol25 dataset).

Each line ends with the Mulliken charge.
Geometry (Å):
O1 1.117 -0.639 0.273  -0.687
S1 0.561 0.680 0.356  1.050
O2 1.078 1.732 -0.470  -0.579
O3 -1.018 0.613 0.172  -0.208
C1 -1.621 -0.563 -0.440  -0.131
C2 -2.996 -0.713 0.192  -0.315
C3 0.555 1.206 2.057  -0.738
H1 -0.980 -1.428 -0.278  0.428
H2 -1.653 -0.356 -1.511  -0.052
H3 -3.452 0.276 0.157  0.311
H4 -2.908 -1.073 1.213  0.373
H5 -3.590 -1.391 -0.420  -0.258
H6 1.540 1.338 2.500  0.042
H7 0.123 0.340 2.567  0.319
H8 -0.073 2.079 2.199  0.436
O4 -5.930 -3.556 -4.030  -0.633
S2 -5.347 -2.457 -3.314  1.135
O5 -6.086 -1.238 -3.160  -0.654
O6 -4.950 -2.933 -1.832  -0.155
C4 -5.891 -3.692 -1.086  -0.337
C5 -5.278 -3.795 0.311  -0.894
C6 -3.665 -2.185 -3.863  -0.537
H9 -6.115 -4.709 -1.412  0.305
H10 -6.839 -3.153 -1.008  0.305
H11 -5.883 -4.416 0.965  0.424
H12 -5.201 -2.793 0.742  0.025
H13 -4.242 -4.121 0.199  0.312
H14 -3.553 -1.725 -4.840  0.387
H15 -3.263 -3.195 -3.918  0.367
H16 -3.220 -1.581 -3.077  -0.111
O7 5.300 -0.659 5.913  -0.666
S3 4.067 -1.371 5.722  1.313
O8 3.872 -2.239 4.595  -0.637
O9 3.750 -2.236 7.051  -0.303
C7 4.838 -3.035 7.549  -0.360
C8 4.912 -4.411 6.894  -0.994
C9 2.711 -0.248 5.873  -0.633
H17 4.679 -3.090 8.626  0.331
H18 5.784 -2.496 7.450  0.316
H19 3.979 -4.683 6.404  0.280
H20 5.124 -5.168 7.648  0.352
H21 5.684 -4.413 6.126  0.295
H22 2.441 0.158 4.902  -0.034
H23 3.005 0.554 6.546  0.333
H24 1.880 -0.795 6.313  0.416
O10 -4.507 -0.796 3.619  -0.637
S4 -5.414 0.294 3.467  1.339
O11 -4.925 1.539 2.959  -0.650
O12 -6.609 -0.206 2.551  -0.286
C10 -7.098 0.641 1.482  -0.119
C11 -8.208 -0.132 0.779  -0.881
C12 -6.195 0.583 5.030  -1.085
H25 -6.274 0.823 0.795  0.221
H26 -7.492 1.558 1.918  0.384
H27 -8.829 -0.572 1.557  0.329
H28 -7.759 -0.952 0.214  -0.023
H29 -8.709 0.512 0.063  0.382
H30 -7.062 -0.074 5.127  0.321
H31 -6.543 1.601 5.160  0.329
H32 -5.485 0.264 5.789  0.372
O13 -1.676 -2.774 -7.652  -0.627
S5 -0.532 -2.010 -8.075  1.207
O14 -0.655 -1.170 -9.234  -0.630
O15 -0.029 -1.154 -6.819  -0.196
C13 -1.010 -0.250 -6.249  -0.425
C14 -0.828 -0.317 -4.755  -1.109
C15 0.876 -3.050 -8.236  -0.907
H33 -2.000 -0.616 -6.517  0.366
H34 -0.794 0.750 -6.618  0.234
H35 -1.008 -1.329 -4.374  0.284
H36 -1.540 0.267 -4.165  0.404
H37 0.170 -0.047 -4.411  0.449
H38 0.754 -3.971 -7.672  0.330
H39 1.764 -2.529 -7.890  0.319
H40 0.943 -3.315 -9.289  0.331
O16 3.111 2.427 -4.608  -0.569
S6 3.866 3.297 -3.767  1.110
O17 5.261 3.071 -3.510  -0.627
O18 3.713 4.766 -4.426  -0.360
C16 4.729 5.769 -4.166  -0.269
C17 4.074 7.045 -3.717  -1.063
C18 3.034 3.532 -2.210  -0.820
H41 5.263 5.915 -5.106  0.307
H42 5.418 5.342 -3.438  0.371
H43 3.455 7.517 -4.479  0.317
H44 4.819 7.689 -3.255  0.339
H45 3.321 6.833 -2.945  0.276
H46 2.179 4.196 -2.304  0.394
H47 3.741 4.075 -1.579  0.328
H48 2.799 2.571 -1.768  0.280
O19 4.920 1.708 0.242  -0.517
S7 5.164 0.843 1.360  1.000
O20 6.501 0.637 1.848  -0.636
O21 4.199 1.344 2.541  -0.021
C19 4.819 1.884 3.707  -0.177
C20 5.302 3.321 3.515  -1.282
C21 4.464 -0.783 0.990  -0.823
H49 5.645 1.271 4.065  0.427
H50 4.084 1.896 4.513  0.145
H51 4.586 3.923 2.959  0.291
H52 6.234 3.307 2.943  0.311
H53 5.570 3.774 4.469  0.412
H54 4.268 -1.370 1.882  0.196
H55 5.293 -1.236 0.450  0.448
H56 3.597 -0.549 0.381  0.241

Results
Energy relative to the best compared isomer or geometry (same formula, charge and spin): 25.77 kcal/mol
Structure (SMILES): CCOS(C)(=O)=O.CCOS(C)(=O)=O.CCOS(C)(=O)=O.CCOS(C)(=O)=O.CCOS(C)(=O)=O.CCOS(C)(=O)=O.CCOS(C)(=O)=O
Frontier orbital gap: 10.8 eV
Electronic energy: -141525.6063 eV
HOMO energy: -10.74 eV


Entry 3:
# C21H57F3O11

A 10-piece molecular cluster, C21H57F3O11 overall in a non-equilibrium geometry (the ωB97M-V functional and the def2-TZVPD basis, the OMol25 dataset).

Each line ends with the Mulliken charge.
Geometry (Å):
C1 4.216 -1.309 2.075  0.142
O1 4.674 -2.230 3.114  -0.343
O2 4.358 -0.076 2.515  -0.879
C2 4.856 -1.663 0.699  0.817
F1 4.634 -0.734 -0.240  -0.257
F2 6.191 -1.842 0.791  -0.338
F3 4.308 -2.820 0.222  -0.271
C3 4.364 -3.596 2.943  0.008
C4 4.520 -4.283 4.284  -1.368
H1 5.481 -4.187 4.799  0.326
H2 3.822 -3.847 5.004  0.317
H3 4.340 -5.362 4.242  0.373
H4 5.018 -4.058 2.194  0.195
H5 3.312 -3.740 2.670  0.231
H6 3.129 -1.487 1.926  0.076
C5 -0.461 0.148 0.139  0.316
O3 -0.958 0.478 1.378  -1.099
H7 -1.056 -0.589 -0.456  0.045
H8 -0.369 1.060 -0.498  -0.166
H9 0.563 -0.273 0.170  0.001
C6 -2.729 -4.092 2.030  -1.362
C7 -2.521 -2.777 1.316  0.528
O4 -2.456 -1.725 2.243  -0.578
H10 -1.804 -4.457 2.481  0.319
H11 -3.088 -4.868 1.347  0.313
H12 -3.467 -4.042 2.834  0.351
H13 -3.366 -2.553 0.643  0.044
H14 -1.637 -2.821 0.670  0.012
H15 -2.032 -0.928 1.830  0.330
C8 -3.551 1.656 -1.108  -0.398
C9 -4.218 0.993 0.104  -0.387
O5 -3.556 1.390 1.266  -0.571
H16 -2.514 1.321 -1.181  -0.111
H17 -3.532 2.735 -0.957  0.102
H18 -4.121 1.417 -2.011  0.454
H19 -4.297 -0.094 -0.038  0.098
H20 -5.264 1.317 0.174  0.356
H21 -2.612 1.091 1.130  0.217
C10 -3.108 5.335 2.921  -0.817
C11 -3.039 4.060 3.751  -0.290
O6 -2.252 3.064 3.148  -0.279
H22 -3.689 6.080 3.470  0.465
H23 -3.540 5.097 1.949  0.208
H24 -2.081 5.679 2.776  0.050
H25 -4.054 3.666 3.922  0.284
H26 -2.710 4.240 4.777  0.318
H27 -2.773 2.652 2.438  0.242
C12 2.554 2.792 0.241  -0.687
C13 2.475 2.929 1.751  -0.056
O7 1.158 3.309 2.159  -0.422
H28 3.525 2.365 -0.029  0.346
H29 2.401 3.776 -0.215  0.348
H30 1.805 2.112 -0.171  -0.127
H31 3.154 3.752 2.022  0.217
H32 2.728 2.014 2.289  0.234
H33 0.886 4.077 1.638  0.157
C14 -1.645 -0.199 -3.985  -0.929
C15 -0.431 0.696 -3.986  0.183
O8 -0.005 0.765 -5.368  -0.579
H34 -2.444 0.271 -4.562  0.390
H35 -2.053 -0.427 -2.999  0.061
H36 -1.417 -1.155 -4.460  0.296
H37 0.358 0.333 -3.325  0.004
H38 -0.673 1.727 -3.713  0.262
H39 0.596 1.513 -5.435  0.301
C16 -1.223 4.429 -0.328  -0.016
C17 -0.871 5.874 -0.054  -0.535
O9 0.228 5.944 0.871  -0.480
H40 -0.329 3.807 -0.372  -0.107
H41 -1.880 4.280 -1.182  0.429
H42 -1.712 4.026 0.565  -0.164
H43 -1.701 6.451 0.373  0.237
H44 -0.593 6.430 -0.959  0.423
H45 0.774 6.688 0.612  0.241
C18 2.548 -1.862 -2.674  -0.364
C19 3.068 -3.268 -2.870  -0.281
O10 2.935 -3.566 -4.269  -0.519
H46 3.118 -1.205 -3.334  0.332
H47 2.722 -1.540 -1.646  0.139
H48 1.485 -1.708 -2.860  -0.209
H49 2.526 -3.999 -2.262  0.176
H50 4.095 -3.286 -2.498  0.408
H51 3.671 -4.130 -4.519  0.281
C20 -0.632 -4.274 -3.227  -1.081
C21 -1.721 -3.672 -2.338  0.282
O11 -2.387 -4.683 -1.590  -0.489
H52 0.094 -4.892 -2.706  0.215
H53 -0.113 -3.534 -3.837  0.291
H54 -1.204 -4.903 -3.918  0.356
H55 -2.444 -3.078 -2.907  0.193
H56 -1.310 -2.920 -1.660  -0.085
H57 -3.048 -5.088 -2.158  0.304

Results
Energy relative to the best compared isomer or geometry (same formula, charge and spin): 0.00 kcal/mol
Total charge: -2
Frontier orbital gap: 5.5 eV
Electronic energy: -53373.2995 eV
HOMO energy: -1.36 eV


Entry 4:
# C21H57N4O7

A 8-piece molecular cluster, C21H57N4O7 overall (the ωB97M-V functional and the def2-TZVPD basis, the OMol25 dataset).

Each line ends with the Mulliken charge.
Geometry (Å):
C1 -0.712 0.232 2.016  -1.688
C2 -0.753 1.040 0.711  0.900
C3 -1.584 0.252 -0.289  -1.570
C4 0.707 1.314 0.280  -0.544
C5 1.031 1.330 -1.222  -0.801
N1 1.599 0.054 -1.666  0.495
N2 2.807 -0.365 -1.211  -0.300
C6 3.016 -1.575 -1.738  -0.122
N3 2.045 -1.938 -2.543  -0.439
C7 1.171 -0.907 -2.514  0.399
N4 0.032 -0.825 -3.219  -0.174
H1 -1.714 -0.024 2.329  0.402
H2 -0.160 -0.690 1.843  0.368
H3 -0.207 0.804 2.787  0.402
H4 -1.255 1.977 0.927  0.301
H5 -1.182 -0.737 -0.481  0.295
H6 -2.561 0.090 0.155  0.526
H7 -1.771 0.786 -1.217  0.305
H8 1.333 0.575 0.774  0.457
H9 1.034 2.270 0.672  0.081
H10 1.783 2.094 -1.389  0.245
H11 0.181 1.561 -1.844  0.408
H12 3.379 0.178 -0.585  0.186
H13 3.896 -2.147 -1.505  0.441
H14 -0.555 -1.641 -3.279  0.178
H15 -0.279 0.036 -3.621  0.247
C8 -2.204 -1.141 6.676  -1.143
C9 -1.599 -0.688 5.361  -0.137
O1 -2.315 0.410 4.800  -0.463
H16 -3.246 -1.426 6.535  0.298
H17 -1.659 -1.993 7.087  0.354
H18 -2.179 -0.329 7.406  0.268
H19 -1.638 -1.492 4.626  0.341
H20 -0.549 -0.406 5.502  0.269
H21 -2.283 1.128 5.440  0.264
C10 2.192 5.962 -0.364  -1.144
C11 2.759 5.056 0.710  -0.035
O2 3.210 3.807 0.164  -0.515
H22 1.359 5.474 -0.874  0.250
H23 1.839 6.899 0.065  0.373
H24 2.950 6.190 -1.117  0.330
H25 1.995 4.817 1.449  0.232
H26 3.590 5.543 1.225  0.249
H27 3.900 4.004 -0.477  0.302
C12 5.104 7.461 3.995  -0.994
C13 3.751 7.504 4.679  -0.247
O3 2.755 6.808 3.927  -0.490
H28 5.039 7.896 2.996  0.244
H29 5.851 8.011 4.567  0.356
H30 5.448 6.429 3.883  0.295
H31 3.403 8.531 4.773  0.294
H32 3.815 7.073 5.683  0.271
H33 3.039 5.894 3.848  0.266
C14 2.174 -3.252 -5.858  -0.416
C15 2.828 -2.605 -7.065  -0.301
O4 2.072 -1.493 -7.542  -0.498
H34 1.165 -3.584 -6.107  0.247
H35 2.750 -4.111 -5.512  0.341
H36 2.088 -2.541 -5.033  -0.174
H37 2.892 -3.311 -7.890  0.303
H38 3.844 -2.275 -6.822  0.256
H39 2.019 -0.849 -6.832  0.271
C16 -3.142 -5.168 -3.765  -0.908
C17 -2.600 -4.484 -2.529  -0.368
O5 -2.097 -3.169 -2.822  -0.516
H40 -2.367 -5.248 -4.528  0.228
H41 -3.503 -6.168 -3.535  0.277
H42 -3.966 -4.591 -4.193  0.362
H43 -1.766 -5.046 -2.113  0.296
H44 -3.375 -4.402 -1.762  0.277
H45 -2.827 -2.657 -3.182  0.244
C18 -2.553 4.657 6.537  -0.987
C19 -2.040 3.756 7.644  -0.299
O6 -1.615 2.487 7.139  -0.481
H46 -3.384 4.182 6.014  0.264
H47 -2.891 5.613 6.936  0.367
H48 -1.768 4.850 5.801  0.279
H49 -2.828 3.550 8.366  0.287
H50 -1.209 4.230 8.173  0.281
H51 -0.901 2.649 6.515  0.262
C20 -4.081 -9.674 -6.441  -1.083
C21 -3.197 -8.601 -5.836  -0.180
O7 -3.524 -8.352 -4.468  -0.487
H52 -5.130 -9.387 -6.369  0.300
H53 -3.835 -9.840 -7.490  0.324
H54 -3.962 -10.619 -5.907  0.325
H55 -3.331 -7.656 -6.361  0.269
H56 -2.142 -8.885 -5.912  0.276
H57 -3.402 -9.174 -3.984  0.276

Results
Total charge: +1
Frontier orbital gap: 9.1 eV
Electronic energy: -42986.7280 eV
HOMO energy: -11.76 eV


> What is the formula in the third record?

C21H57F3O11